# 1
Here is a structure of composition C7H12F2S in a non-equilibrium geometry from the Open Molecules 2025 dataset. Energies are from ωB97M-V/def2-TZVPD.

Each line ends with the Löwdin charge.
Geometry (Å):
C  -0.51  -1.70  0.74  -0.02
C  -0.59  -0.29  -0.05  -0.25
C  -1.30  -0.85  1.67  -0.28
C  -1.64  -0.03  -1.14  -0.05
C  1.30  0.56  -1.40  -0.12
C  1.76  0.29  0.85  -0.14
C  0.61  0.63  -0.07  -0.84
F  -2.66  -0.96  1.91  0.08
F  -0.60  -0.28  2.72  0.04
S  0.08  2.36  0.37  0.80
H  -1.18  -2.27  0.14  0.10
H  0.34  -2.27  1.10  0.11
H  -1.82  1.10  -1.23  0.09
H  -2.50  -0.67  -0.96  0.08
H  -1.23  -0.40  -2.07  0.06
H  0.58  0.68  -2.16  0.04
H  1.57  -0.50  -1.51  0.10
H  2.26  1.15  -1.60  0.12
H  2.63  0.95  0.73  0.09
H  1.46  0.60  1.91  0.09
H  1.99  -0.75  0.82  0.07
H  -0.57  2.66  -0.75  -0.16

Net charge   0
Relative energy (zero: lowest compared OMol25 entry of this formula, charge and spin)   0.688 eV
F_max   4.21 eV/A
Gap between HOMO and LUMO   8.97 eV
LUMO   0.69 eV
E_HOMO   -8.28 eV


# 2
Here is a cluster of 6 separate species, C42H97BCl2IN2O8P3S in total in a non-equilibrium geometry from the Open Molecules 2025 dataset. Energies are from ωB97M-V/def2-TZVPD.

Each line ends with the Löwdin charge.
Geometry (Å):
C  -1.39  0.61  2.31  -0.21
C  -1.98  1.47  1.20  -0.66
I  -2.84  3.24  2.32  0.65
C  -0.96  2.06  0.25  -0.35
P  -0.46  1.05  -1.33  0.68
C  -0.23  0.29  -3.04  -0.22
C  0.89  -0.70  -3.28  -0.27
C  1.00  -1.02  -4.77  -0.27
N  2.15  -1.94  -5.00  0.00
O  -1.78  -0.13  -1.07  -0.07
B  -1.48  -1.38  -0.68  -0.92
O  -1.64  -2.42  -1.62  0.13
O  -1.12  -1.80  0.61  0.11
O  0.70  2.31  -1.62  -0.24
C  2.04  1.99  -1.37  -0.43
C  2.64  1.78  -2.85  -0.67
O  3.64  1.00  -3.01  -0.15
O  2.08  2.38  -3.76  0.03
C  2.90  3.14  -0.79  -0.57
Cl  1.97  4.07  0.46  0.62
C  3.49  4.09  -1.89  -0.62
C  4.90  3.67  -2.32  -0.14
Cl  3.81  5.78  -1.17  0.48
C  2.01  0.70  -0.47  -0.64
P  3.49  -0.47  -0.67  0.46
S  3.06  -2.35  -1.09  0.08
P  2.05  1.03  1.42  0.89
N  3.65  1.59  1.84  -0.21
O  2.00  -0.54  2.01  -0.32
O  0.78  0.09  -0.53  -0.30
H  -2.14  -0.02  2.79  0.06
H  -1.04  1.29  3.09  0.02
H  -0.51  0.07  1.98  0.03
H  -2.88  1.05  0.76  0.06
H  -0.12  2.40  0.85  -0.01
H  -1.39  2.98  -0.15  0.04
H  -1.45  1.88  -1.99  0.05
H  -1.16  -0.15  -3.41  0.09
H  -0.05  1.15  -3.70  0.08
H  1.89  -0.39  -2.99  0.05
H  0.73  -1.68  -2.81  0.08
H  0.10  -1.56  -5.10  0.09
H  1.15  -0.11  -5.35  0.10
H  2.52  -2.28  -4.13  0.02
H  2.86  -1.47  -5.53  0.02
H  -1.92  -3.20  -1.14  0.08
H  -0.29  -2.27  0.53  0.10
H  3.75  2.68  -0.29  0.07
H  2.83  4.31  -2.71  0.09
H  4.87  2.90  -3.08  0.05
H  5.44  3.38  -1.42  0.08
H  5.39  4.54  -2.75  0.05
H  4.12  -0.55  0.59  -0.07
H  4.46  0.08  -1.51  -0.01
H  3.54  2.46  2.35  0.01
H  4.13  0.93  2.45  0.01
H  2.61  -0.61  2.75  0.04
C  3.26  1.52  -11.05  -0.12
C  3.76  0.08  -10.99  -0.28
C  2.88  -0.83  -10.12  -0.23
C  2.81  -0.43  -8.65  -0.22
C  4.15  -0.37  -7.93  -0.26
C  4.88  -1.71  -7.88  -0.10
H  3.27  1.99  -10.07  0.07
H  3.90  2.11  -11.71  0.06
H  2.24  1.56  -11.44  0.07
H  4.79  0.06  -10.63  0.10
H  3.78  -0.33  -12.01  0.10
H  3.25  -1.86  -10.21  0.10
H  1.87  -0.84  -10.53  0.11
H  2.17  -1.15  -8.13  0.11
H  2.31  0.53  -8.55  0.11
H  3.98  -0.02  -6.90  0.10
H  4.80  0.39  -8.39  0.10
H  4.27  -2.46  -7.38  0.07
H  5.82  -1.61  -7.33  0.05
H  5.13  -2.07  -8.88  0.06
C  -7.36  8.55  4.02  -0.12
C  -6.59  8.28  2.73  -0.27
C  -5.87  6.93  2.73  -0.22
C  -4.79  6.77  3.80  -0.23
C  -3.68  7.82  3.77  -0.27
C  -2.87  7.80  2.48  -0.11
H  -6.70  8.60  4.88  0.06
H  -7.89  9.51  3.95  0.06
H  -8.11  7.77  4.20  0.07
H  -5.88  9.09  2.55  0.10
H  -7.29  8.29  1.89  0.10
H  -5.42  6.77  1.74  0.10
H  -6.60  6.13  2.86  0.11
H  -4.34  5.79  3.69  0.06
H  -5.26  6.79  4.79  0.10
H  -3.01  7.64  4.61  0.10
H  -4.10  8.83  3.93  0.09
H  -2.41  6.82  2.32  0.06
H  -2.07  8.54  2.51  0.07
H  -3.49  8.03  1.61  0.07
C  6.70  0.95  -4.61  -0.09
C  7.47  0.72  -5.91  -0.26
C  8.95  0.43  -5.69  -0.23
C  9.74  1.56  -5.03  -0.23
C  9.70  2.90  -5.76  -0.27
C  10.30  2.84  -7.16  -0.12
H  7.07  1.82  -4.06  0.06
H  5.64  1.12  -4.81  0.06
H  6.77  0.08  -3.95  0.08
H  7.34  1.59  -6.56  0.10
H  7.02  -0.13  -6.43  0.08
H  9.41  0.18  -6.66  0.10
H  9.05  -0.47  -5.08  0.11
H  10.79  1.24  -4.93  0.10
H  9.38  1.70  -4.01  0.10
H  10.25  3.63  -5.17  0.10
H  8.67  3.26  -5.82  0.10
H  11.35  2.52  -7.12  0.07
H  10.28  3.83  -7.63  0.06
H  9.76  2.16  -7.81  0.06
C  -1.88  -1.10  5.55  -0.11
C  -2.50  -2.39  5.03  -0.26
C  -4.00  -2.50  5.31  -0.22
C  -4.39  -2.51  6.78  -0.23
C  -3.75  -3.62  7.62  -0.27
C  -4.14  -5.02  7.16  -0.11
H  -1.96  -1.01  6.63  0.06
H  -0.82  -1.06  5.30  0.07
H  -2.36  -0.23  5.09  0.07
H  -1.97  -3.25  5.47  0.10
H  -2.34  -2.45  3.95  0.11
H  -4.38  -3.40  4.82  0.10
H  -4.50  -1.66  4.82  0.11
H  -5.48  -2.59  6.85  0.11
H  -4.14  -1.54  7.23  0.10
H  -4.06  -3.49  8.66  0.10
H  -2.66  -3.52  7.61  0.10
H  -5.22  -5.15  7.20  0.05
H  -3.69  -5.77  7.81  0.07
H  -3.81  -5.22  6.14  0.07
C  -7.85  -6.40  7.54  -0.11
C  -7.01  -7.04  8.65  -0.27
C  -6.40  -8.38  8.24  -0.23
C  -7.41  -9.48  7.90  -0.23
C  -8.40  -9.81  9.02  -0.27
C  -7.74  -10.35  10.28  -0.12
H  -8.71  -7.02  7.28  0.06
H  -8.23  -5.43  7.87  0.07
H  -7.25  -6.24  6.65  0.07
H  -7.62  -7.16  9.55  0.10
H  -6.20  -6.36  8.91  0.09
H  -5.74  -8.73  9.04  0.10
H  -5.76  -8.23  7.37  0.11
H  -6.86  -10.39  7.64  0.11
H  -7.97  -9.20  7.01  0.10
H  -9.11  -10.56  8.65  0.10
H  -9.00  -8.93  9.27  0.10
H  -7.16  -11.25  10.07  0.07
H  -8.49  -10.60  11.04  0.07
H  -7.06  -9.61  10.73  0.06

Net charge   -2
F_max   3.41 eV/A
Gap between HOMO and LUMO   5.33 eV
LUMO   2.88 eV
E_HOMO   -2.45 eV


# 3
Here is a cluster of 8 separate species, C5H26N2O8 in total in a non-equilibrium geometry from the Open Molecules 2025 dataset. Energies are from ωB97M-V/def2-TZVPD.

Each line ends with the Löwdin charge.
Geometry (Å):
C  -2.21  -0.32  0.49  0.02
C  -0.79  -0.60  0.51  -0.51
O  -0.18  -1.09  1.43  0.02
N  -0.08  -0.14  -0.59  -0.10
C  1.31  -0.29  -0.61  -0.05
C  -0.73  0.36  -1.83  -0.19
C  -1.15  1.76  -1.71  -0.28
N  -1.87  2.22  -2.97  -0.03
H  -2.70  0.26  -0.34  0.11
H  -2.87  -1.15  0.35  0.10
H  -2.30  0.14  1.42  0.08
H  1.69  0.42  0.16  0.10
H  1.73  -0.27  -1.60  0.09
H  1.57  -1.24  -0.13  0.05
H  -0.05  0.41  -2.74  0.13
H  -1.44  -0.56  -2.11  0.17
H  -1.71  1.99  -0.82  0.08
H  -0.25  2.40  -1.70  0.10
H  -2.66  2.97  -2.74  0.11
H  -1.22  2.74  -3.61  0.07
O  2.71  3.05  -0.68  -0.13
H  2.69  2.70  0.28  0.06
H  1.72  3.34  -0.73  0.07
O  1.31  -1.59  -3.84  -0.07
H  1.82  -2.23  -4.34  0.03
H  1.33  -2.10  -2.99  0.02
O  -1.25  2.81  2.04  -0.09
H  -0.55  2.42  1.43  0.04
H  -1.95  3.06  1.43  0.03
O  2.25  -2.56  1.59  -0.07
H  1.42  -2.17  1.36  -0.05
H  2.60  -1.94  2.29  0.08
O  0.52  -3.49  -1.18  0.03
H  -0.08  -2.82  -1.13  -0.03
H  1.30  -3.53  -0.69  0.02
O  0.80  1.36  2.73  0.02
H  0.34  1.53  3.44  -0.04
H  0.78  0.60  2.16  0.00
O  -1.65  -1.48  3.91  -0.02
H  -1.62  -1.96  3.16  -0.05
H  -0.75  -1.14  4.12  0.05

Net charge   0
Relative energy (zero: lowest compared OMol25 entry of this formula, charge and spin)   4.578 eV
SMILES   CC(=O)N(C)CCN.O.O.O.O.O.O.O
F_max   8.19 eV/A
Gap between HOMO and LUMO   10.07 eV
LUMO   0.10 eV
E_HOMO   -9.97 eV


Copy entry 1 word for word.
Here is a structure of composition C7H12F2S in a non-equilibrium geometry from the Open Molecules 2025 dataset. Energies are from ωB97M-V/def2-TZVPD.

Each line ends with the Löwdin charge.
Geometry (Å):
C  -0.51  -1.70  0.74  -0.02
C  -0.59  -0.29  -0.05  -0.25
C  -1.30  -0.85  1.67  -0.28
C  -1.64  -0.03  -1.14  -0.05
C  1.30  0.56  -1.40  -0.12
C  1.76  0.29  0.85  -0.14
C  0.61  0.63  -0.07  -0.84
F  -2.66  -0.96  1.91  0.08
F  -0.60  -0.28  2.72  0.04
S  0.08  2.36  0.37  0.80
H  -1.18  -2.27  0.14  0.10
H  0.34  -2.27  1.10  0.11
H  -1.82  1.10  -1.23  0.09
H  -2.50  -0.67  -0.96  0.08
H  -1.23  -0.40  -2.07  0.06
H  0.58  0.68  -2.16  0.04
H  1.57  -0.50  -1.51  0.10
H  2.26  1.15  -1.60  0.12
H  2.63  0.95  0.73  0.09
H  1.46  0.60  1.91  0.09
H  1.99  -0.75  0.82  0.07
H  -0.57  2.66  -0.75  -0.16

Net charge   0
Relative energy (zero: lowest compared OMol25 entry of this formula, charge and spin)   0.688 eV
F_max   4.21 eV/A
Gap between HOMO and LUMO   8.97 eV
LUMO   0.69 eV
E_HOMO   -8.28 eV


> Which of these has the lowest LUMO?

C5H26N2O8


> Which of these has the highest gap between HOMO and LUMO?

C5H26N2O8